Entry from OMol25: a 3-piece molecular cluster, C2H11N4O overall in a non-equilibrium geometry (ωB97M-V/def2-TZVPD).

E_HOMO	-12.84	eV
LUMO level	-2.699	eV
charge	+1
HOMO-LUMO gap	10.138	eV

Each line ends with the Löwdin charge.
Element x y z (Å)
C -2.28473 1.94731 -0.05049  -0.23
C 0.67780 -0.29639 -0.25420  -0.32
N -2.80070 2.40188 1.05293  0.19
N 0.20642 0.90020 -0.22472  0.03
N 1.94029 -0.67431 -0.34476  0.11
N 2.50213 -3.33083 0.05931  0.03
O -2.85045 2.10137 -1.18331  0.15
H -0.04266 -1.10288 -0.17844  0.13
H -2.32297 2.27263 1.93423  0.14
H -3.68755 2.90858 1.09299  0.14
H 0.90601 1.63137 -0.31229  0.09
H -1.13447 1.38252 -0.11028  0.08
H 2.20312 -1.67681 -0.24616  0.03
H 2.66918 0.02054 -0.40156  0.11
H 1.98329 -3.67529 0.85990  0.05
H 3.48676 -3.47524 0.25366  0.05
H 2.25720 -3.90818 -0.73642  0.05
H -3.70868 2.57352 -1.21038  0.15

Cartesian forces, eV/Å:
1.33 -0.45 0.79
0.04 -0.10 0.16
-0.68 0.39 0.28
-0.06 0.52 -0.09
0.22 0.15 -0.10
0.02 -0.27 0.06
-0.95 0.30 -1.21
-0.03 -0.19 0.00
0.05 -0.05 -0.17
0.29 -0.18 0.00
0.13 -0.05 0.01
-0.56 0.15 0.14
-0.10 0.17 -0.02
-0.06 0.01 0.00
0.05 -0.07 -0.02
-0.01 -0.09 -0.01
0.05 -0.10 0.02
0.26 -0.13 0.17